23
Properties=species:S:1:pos:R:3:nbo_charge:R:1 method="wB97M-V/def2-TZVPD" total_charge=0 e_homo_ev="-7.86 / -8.06" fmax_ev_per_a=3.1 lumo_energy_ev="-0.209 / 0.048" e_above_lowest_kj_mol=344.3 total_energy_ha=-870.34153
C 1.53538 0.84251 -0.60481 -0.592
C 2.40629 0.15771 1.70033 -0.605
C -1.58193 -0.41482 -1.98363 -0.733
C -2.30447 0.86813 0.19985 -0.723
C 1.21055 0.11706 0.75037 -0.357
C 0.67791 -1.20574 0.35981 -0.260
C -1.87365 -0.42438 -0.53140 0.015
I 0.13916 -2.68783 1.78794 0.133
I -2.94469 -2.22515 -0.06258 0.115
H 2.12304 1.75727 -0.52249 0.219
H 0.54197 1.07210 -1.03391 0.198
H 2.03204 0.11890 -1.35065 0.210
H 2.99582 1.12962 1.63137 0.210
H 1.96299 0.23432 2.67503 0.215
H 3.00996 -0.68030 1.73731 0.215
H -1.39803 -1.37920 -2.36014 0.233
H -0.73033 0.29688 -2.01949 0.221
H -2.42761 -0.01695 -2.51026 0.213
H -2.90630 0.66107 1.11757 0.243
H -1.31749 1.37546 0.59969 0.224
H -2.78682 1.51642 -0.50146 0.221
H 0.34816 0.64641 1.33578 0.204
H 1.28806 -1.75947 -0.41422 0.181